No. 1
Here is 2 unconnected molecules or ions with the total composition C9H23BNO3 from OMol25. Energies are from wB97M-V/def2-TZVPD.

Results
E_tot = -662.00968 hartree
LUMO level = 3.08 eV
Total charge = -1
HOMO-LUMO gap = 0.2997 Eh

```
37
Properties=species:S:1:pos:R:3:lowdin_charge:R:1
C -3.029 -0.939 -1.683 -0.130
C -2.663 -0.807 -0.212 -0.293
C -1.391 -1.562 0.158 -0.225
C -0.806 -1.272 1.557 -0.363
C -1.896 -1.001 2.601 -0.136
B 0.209 -2.447 2.111 -0.464
O 1.702 -2.063 1.841 -0.114
N 2.301 -1.478 2.844 -0.158
O 3.444 -1.164 2.612 -0.085
H -2.233 -0.561 -2.327 0.063
H -3.935 -0.375 -1.920 0.057
H -3.219 -1.983 -1.941 0.066
H -2.539 0.248 0.052 0.101
H -3.494 -1.180 0.393 0.099
H -1.546 -2.642 0.077 0.099
H -0.628 -1.294 -0.583 0.105
H -0.226 -0.340 1.469 0.105
H -2.528 -1.881 2.757 0.075
H -1.417 -0.787 3.558 0.060
H -2.535 -0.145 2.360 0.053
H 0.079 -2.574 3.320 0.047
H 0.019 -3.526 1.562 0.050
C 2.770 0.387 -1.339 -0.071
C 2.168 1.297 -2.394 -0.289
O 0.833 1.686 -2.132 -0.167
C 0.619 2.430 -0.947 -0.281
C 1.323 3.778 -0.931 -0.085
H 2.110 -0.454 -1.130 0.081
H 3.728 0.000 -1.691 0.075
H 2.952 0.903 -0.396 0.072
H 2.113 0.770 -3.347 0.113
H 2.805 2.178 -2.554 0.103
H 0.883 1.847 -0.058 0.110
H -0.461 2.580 -0.914 0.116
H 2.407 3.673 -0.868 0.065
H 0.997 4.355 -0.065 0.073
H 1.088 4.341 -1.837 0.076
```



No. 2
Here is a molecular structure, C9H23BeFNO3Pb from OMol25. Energies are from wB97M-V/def2-TZVPD.

Results
E_tot = -943.54303 hartree
LUMO level = -12.66 eV
Total charge = +3
HOMO-LUMO gap = 0.2651 Eh

```
39
Properties=species:S:1:pos:R:3:lowdin_charge:R:1
Be -1.073 -1.403 0.052 0.543
Pb 0.631 0.607 3.108 1.812
F 0.319 0.452 0.702 -0.551
C 4.089 1.337 0.047 -0.055
C 3.686 2.226 1.217 -0.400
C 3.620 3.676 0.753 -0.008
O 2.392 1.806 1.785 -0.279
H 4.933 1.753 -0.510 0.107
H 3.405 1.327 -0.819 0.086
H 4.315 0.306 0.315 0.087
H 4.425 1.866 1.934 0.153
H 2.788 3.638 0.038 0.094
H 4.475 3.999 0.169 0.107
H 3.406 4.344 1.582 0.095
H 1.672 1.865 1.127 0.026
C -3.961 -1.076 1.686 -0.020
O -3.074 -0.584 0.660 -0.223
C -3.240 0.723 0.192 -0.169
C -2.035 0.937 -0.694 -0.119
N -1.704 -0.407 -1.135 -0.048
C -0.305 -0.575 -1.565 -0.145
C -0.216 -2.019 -1.781 -0.122
O -0.676 -2.742 -0.632 -0.143
C -0.513 -4.160 -0.650 0.043
H -4.818 -1.498 1.153 0.116
H -4.301 -0.419 2.486 0.110
H -3.560 -1.966 2.178 0.095
H -3.417 1.498 0.941 0.149
H -4.160 0.732 -0.409 0.155
H -1.246 1.446 -0.145 0.112
H -2.296 1.607 -1.517 0.160
H -2.237 -0.683 -1.959 0.193
H 0.487 -0.195 -0.928 0.121
H -0.193 -0.017 -2.501 0.188
H 0.737 -2.381 -2.179 0.175
H -0.861 -2.302 -2.630 0.171
H 0.499 -4.454 -0.929 0.127
H -1.166 -4.613 -1.406 0.133
H -0.827 -4.652 0.265 0.122
```



No. 3
Here is a molecular structure, C9H23BrNbO2 from OMol25. Energies are from wB97M-V/def2-TZVPD.

Results
E_tot = -3138.02369 hartree
LUMO level = 2.69 eV
Total charge = -1
HOMO-LUMO gap = 0.2683 Eh

```
36
Properties=species:S:1:pos:R:3:lowdin_charge:R:1
C 4.536 -2.883 3.175 -0.403
Nb 2.304 -2.542 3.200 0.671
Br 1.535 -5.047 3.206 -0.319
H 4.737 -3.580 3.969 -0.047
H 5.062 -1.967 3.354 -0.062
H 4.896 -3.293 2.256 -0.053
H 2.330 -2.589 1.353 -0.158
H 0.608 -1.916 2.887 -0.182
H 2.042 -2.438 5.033 -0.195
H 2.702 -0.788 3.128 -0.166
C -2.396 -1.617 -0.650 -0.174
C -1.846 -1.863 -2.056 -0.172
C -0.558 -1.047 -2.020 -0.214
O -0.100 -1.074 -0.673 -0.154
C -1.117 -1.597 0.185 -0.218
H -3.102 -2.376 -0.315 0.105
H -2.895 -0.645 -0.610 0.099
H -1.619 -2.922 -2.192 0.109
H -2.519 -1.552 -2.855 0.104
H -0.743 -0.003 -2.307 0.101
H 0.219 -1.450 -2.671 0.114
H -0.833 -2.601 0.511 0.109
H -1.193 -0.971 1.072 0.100
C -0.726 3.577 -0.252 -0.161
C -0.514 4.586 -1.383 -0.173
C -0.621 3.690 -2.612 -0.211
O -1.533 2.648 -2.270 -0.152
C -1.774 2.654 -0.858 -0.197
H -1.054 4.026 0.683 0.110
H 0.194 3.024 -0.059 0.120
H -1.315 5.328 -1.384 0.108
H 0.438 5.111 -1.329 0.107
H 0.348 3.245 -2.864 0.118
H -1.000 4.214 -3.491 0.112
H -2.789 3.026 -0.680 0.116
H -1.702 1.634 -0.482 0.106
```



No. 4
Here is a gas-phase ion, C9H23N2 (charge +1) from OMol25. Energies are from wB97M-V/def2-TZVPD.

Results
E_tot = -465.93932 hartree
Energy relative to the best compared isomer or geometry (same formula, charge and spin) = 0.00 kJ/mol
LUMO level = -2.25 eV
Total charge = +1
SMILES = CC[N+](CC)(CC)CN(C)C
HOMO-LUMO gap = 0.3878 Eh

```
34
Properties=species:S:1:pos:R:3:lowdin_charge:R:1
C -1.555 1.780 -1.255 -0.047
C -0.430 1.389 -0.323 -0.155
N -0.082 -0.120 -0.307 -0.181
C -1.353 -0.928 0.233 -0.090
C -2.486 -1.226 -0.778 -0.063
C 0.284 -0.684 -1.684 -0.151
C 0.736 0.279 -2.763 -0.055
C 1.153 -0.222 0.543 -0.181
N 1.029 0.027 1.959 -0.231
C 0.993 -1.233 2.716 -0.078
C 2.078 0.895 2.570 -0.066
H -1.647 2.872 -1.225 0.104
H -1.355 1.512 -2.292 0.070
H -2.518 1.365 -0.954 0.067
H 0.509 1.900 -0.586 0.118
H -0.671 1.621 0.725 0.133
H -0.969 -1.879 0.639 0.124
H -1.751 -0.288 1.039 0.134
H -3.061 -2.062 -0.359 0.098
H -3.193 -0.400 -0.910 0.070
H -2.181 -1.547 -1.783 0.077
H 1.036 -1.445 -1.465 0.123
H -0.598 -1.232 -2.005 0.087
H 1.546 -0.168 -3.356 0.097
H -0.092 0.435 -3.468 0.084
H 1.091 1.255 -2.417 0.085
H 1.806 0.560 0.137 0.138
H 1.698 -1.194 0.347 0.151
H 1.149 -1.050 3.786 0.093
H 0.002 -1.681 2.601 0.072
H 1.775 -1.913 2.332 0.097
H 1.957 0.895 3.664 0.089
H 3.108 0.540 2.361 0.099
H 1.988 1.949 2.279 0.086
```